Entry 1:
A structure of composition C11H23BN2NiO3 in a non-equilibrium geometry, computed with ωB97M-V with the def2-TZVPD basis set.

Geometry as XYZ:
```
41
Properties=species:S:1:pos:R:3:lowdin_charge:R:1
Ni -1.79170 -3.84048 -1.79170 0.800
O -3.41026 -2.62100 1.04256 0.047
O 4.63717 -0.55832 0.51432 0.025
O -5.19170 -0.38640 -1.85790 0.068
N -2.03753 -1.03325 2.55450 0.104
N -3.06386 1.04625 -1.37337 0.047
C 2.98086 0.90684 -0.90380 -0.121
C 3.99193 -1.79828 0.99594 -0.013
C -1.76225 -0.83374 -0.22100 -0.147
C 1.96349 0.97914 0.38348 -0.202
C -1.42663 1.84939 0.66725 -0.127
C 4.09831 -0.29483 -0.83264 -0.124
C -2.66859 -1.36876 -1.52004 -0.087
C -2.32241 0.70106 -0.08462 -0.285
C -0.24407 2.52147 -0.24846 -0.192
C -3.88286 -0.23399 -1.64185 -0.202
C 1.24753 2.46967 0.45343 -0.178
B -2.41766 -1.53434 1.15526 -0.436
H 2.81746 -1.75769 0.96236 0.137
H -2.05238 -1.14578 -2.51366 0.136
H 3.56356 1.93320 -1.00297 0.146
H 1.15251 0.10624 0.31492 0.097
H -0.95128 1.40315 1.64987 0.116
H 4.32385 -2.68306 0.29604 0.156
H 2.58230 0.79871 1.38613 0.126
H -0.99899 -1.13075 2.67478 0.079
H -0.26255 2.08375 -1.35393 0.118
H -0.61001 -1.01942 -0.34082 0.117
H 4.38600 -2.07243 2.08096 0.156
H 1.15021 2.78361 1.59373 0.139
H -3.23381 0.56002 0.67330 0.163
H -2.17879 2.72731 0.96300 0.150
H -0.50611 3.67896 -0.36915 0.136
H 3.62135 -1.26402 -1.29924 0.152
H -3.04490 -3.39127 1.57013 0.125
H 5.01284 0.03503 -1.52085 0.198
H -2.40488 1.04293 -2.20882 0.130
H -2.98460 -2.50770 -1.52973 0.080
H -2.34377 -0.03656 2.69147 0.084
H 2.30565 0.67646 -1.86078 0.154
H 1.95659 3.20888 -0.14808 0.127
```

## Properties
Highest occupied orbital energy (spin up / spin down) (eV): -15.055 / -15.054
Expectation value of S²: 2.0071
Total charge: +2
Multiplicity: 3
Orbital gap (spin up / spin down) (eV): 6.46 / 3.56

Entry 2:
A cluster of 2 separate species, C3H7FN2O in total in a non-equilibrium geometry, computed with ωB97M-V with the def2-TZVPD basis set.

Geometry as XYZ:
```
14
Properties=species:S:1:pos:R:3:lowdin_charge:R:1
F -0.20314 -1.05663 -3.21750 -0.093
O 1.52659 0.03677 -1.71199 -0.036
N -1.45896 0.48025 1.60284 0.050
N 0.78113 0.06789 -0.75031 -0.271
C 0.97846 0.55536 0.64827 -0.035
C -0.34182 -0.16586 0.97995 -0.379
C -0.33750 -0.58616 -0.48197 0.056
H -2.13928 0.81085 0.89469 0.100
H -1.19144 0.95066 2.44215 0.070
H 0.05585 -0.91064 1.61165 0.109
H 0.61400 -0.92287 -2.79752 0.014
H -1.01053 -1.04103 -1.15567 0.106
H 0.83881 1.70646 0.74908 0.156
H 1.88784 0.07495 1.18635 0.154
```

## Properties
Highest occupied orbital energy (eV): -9.288
ΔE to the lowest compared entry with this formula, charge and spin (eV): 2.907
Orbital gap (eV): 9.88
SMILES string: N[C@H]1C=[N+]([O-])C1.F

Entry 3:
The molecule C4H3NO2, computed with ωB97M-V with the def2-TZVPD basis set.

Geometry as XYZ:
```
10
Properties=species:S:1:pos:R:3:lowdin_charge:R:1
O -1.74805 0.29428 -0.24992 -0.044
O 2.57073 0.04920 1.06624 0.073
N -0.88356 0.56874 0.73460 0.137
C -1.00019 -0.31562 -1.27848 -0.221
C 0.39781 -0.33670 -1.00623 0.110
C 0.31107 0.18616 0.35914 -0.279
C 1.43937 0.38499 1.31095 -0.218
H 1.15434 0.86309 2.26796 0.125
H -1.50695 -0.30415 -2.23850 0.140
H -0.76290 -1.41923 -1.01264 0.178
```

## Properties
Highest occupied orbital energy (eV): -9.950
ΔE to the lowest compared entry with this formula, charge and spin (eV): 5.524
Orbital gap (eV): 9.09

Entry 4:
A cluster of 2 separate species, C30H28N3O4S2 in total in a non-equilibrium geometry, computed with ωB97M-V with the def2-TZVPD basis set.

Geometry as XYZ:
```
67
Properties=species:S:1:pos:R:3:lowdin_charge:R:1
S 2.39430 0.78274 2.00081 0.638
S 1.13697 2.28754 -2.37152 0.641
O 2.00518 1.04499 3.36247 -0.306
O 0.89567 3.24343 -3.42519 -0.340
O 2.00439 2.63133 -1.27013 -0.333
O 3.01608 1.79215 1.19633 -0.301
N 1.07644 0.11185 1.17059 -0.062
N -5.99299 5.38253 -1.33822 0.100
N -4.93770 -1.78180 2.14619 -0.252
C -5.77827 -2.08553 1.00166 -0.080
C 2.92819 0.01687 -5.25934 -0.091
C -2.75409 1.87219 -2.23448 -0.048
C 2.20614 1.02708 -4.61792 -0.056
C -3.89736 2.65017 -2.16985 -0.059
C -1.31091 -1.21709 1.68005 -0.018
C 3.41475 -1.07119 -4.52481 -0.102
C -0.02521 0.73848 0.89505 -0.151
C 5.20360 -1.92808 0.93444 -0.039
C 3.15784 -1.16168 -3.15065 -0.086
C -3.71880 -1.11556 1.98857 -0.260
C -3.69802 0.25099 1.61625 -0.004
C -1.44514 3.74119 -1.37194 -0.047
C 3.66231 -1.35448 3.19433 -0.051
C -2.51178 0.84991 1.23758 -0.013
C 1.97522 0.94092 -3.23931 -0.259
C -5.48637 -2.17561 3.42962 -0.085
C 3.48838 -0.62689 2.01264 -0.273
C 5.43144 -2.62612 2.12568 -0.284
C 2.43087 -0.15489 -2.50846 -0.070
C -1.30435 0.11963 1.23068 -0.185
C -0.31820 1.57811 -1.76763 -0.260
C -5.02865 4.73873 -1.50158 -0.219
C -2.59894 4.49099 -1.25628 -0.047
C 4.24790 -0.91553 0.87378 -0.045
C -3.83597 3.95361 -1.65067 -0.278
C 6.52435 -3.65100 2.19016 -0.064
C -2.49267 -1.82079 2.09113 -0.006
C 4.63994 -2.34354 3.24551 -0.044
C -1.49522 2.38699 -1.81301 -0.309
H 1.81847 1.87592 -5.17871 0.107
H -4.63363 0.81432 1.62615 0.119
H -0.35748 0.51087 -1.96251 0.079
H -5.79252 -3.23154 3.39077 0.073
H -6.38266 -1.57875 3.67280 0.078
H -2.49675 1.89661 0.92863 0.117
H -4.74347 -2.03823 4.22486 0.088
H 4.80147 -2.89691 4.17193 0.108
H 5.79494 -2.16594 0.04802 0.115
H -4.85851 2.25586 -2.51790 0.111
H -6.10077 -3.13660 1.05800 0.076
H -6.67451 -1.44501 0.97866 0.079
H -0.48657 4.17795 -1.09042 0.113
H 3.51245 -2.01278 -2.56627 0.098
H -0.02688 1.77613 0.53226 0.110
H 7.49725 -3.19506 1.96995 0.082
H -5.20470 -1.93524 0.07816 0.092
H 4.09304 -0.35000 -0.04072 0.105
H 3.09968 0.08649 -6.33549 0.098
H 2.21063 -0.21590 -1.44207 0.095
H -2.78980 0.85682 -2.63600 0.109
H 3.04180 -1.13487 4.05982 0.111
H -0.37147 -1.76630 1.70123 0.108
H 3.98327 -1.85614 -5.02403 0.093
H -2.56563 5.51311 -0.86596 0.116
H 6.57036 -4.10122 3.18460 0.070
H -2.51259 -2.85827 2.42680 0.111
H 6.36525 -4.44799 1.45487 0.080
```

## Properties
Highest occupied orbital energy (eV): -3.888
Total charge: -1
Orbital gap (eV): 6.01

Entry 5:
A structure of composition C41H44ClDyN2OP2 in a non-equilibrium geometry, computed with ωB97M-V with the def2-TZVPD basis set.

Geometry as XYZ:
```
92
Properties=species:S:1:pos:R:3:lowdin_charge:R:1
Dy 1.03994 0.08132 -0.05196 1.037
Cl 3.48013 -0.26168 -0.25284 -0.039
P -0.00549 2.46808 -1.06266 0.986
P 0.03939 -2.45232 -0.95199 0.997
O 0.01230 -0.01559 1.73650 -0.277
N -1.16286 -0.17677 3.61778 -0.084
N 1.19879 0.20546 3.63241 -0.074
C 1.77221 -4.50834 -1.86326 -0.075
C 1.75765 2.77577 -4.73591 -0.059
C -4.01533 3.00114 -0.34504 -0.067
C -2.73337 -2.68855 -0.76811 -0.127
C 2.53702 -3.05994 -4.13375 -0.061
C -1.44532 -0.23839 5.04447 -0.009
C 0.79991 3.15903 -2.53900 -0.386
C 1.56938 -2.53889 -3.27801 -0.105
C 1.91557 -3.62608 2.49137 -0.068
C -0.29192 -4.61323 2.57009 -0.054
C 1.05508 2.29851 -3.63119 -0.094
C 0.21516 3.57701 1.53914 -0.090
C 2.96115 4.07417 1.38852 -0.055
C -1.57604 -3.11923 -1.45621 -0.375
C -2.96911 -4.51417 -2.87759 -0.049
C 2.32928 0.42024 2.72710 -0.070
C 3.15028 -4.28539 -3.84498 -0.048
C -3.99058 -3.16028 -1.14886 -0.068
C 2.29430 3.55004 0.27717 -0.104
C -4.25665 4.28041 -0.86211 -0.048
C -3.21113 5.01290 -1.43778 -0.042
C 1.49194 0.14758 5.05583 -0.016
C 1.21108 4.50131 -2.59269 -0.107
C 0.39893 -3.35724 0.61319 -0.384
C -1.93091 4.45211 -1.53051 -0.059
C 0.93031 -4.33507 3.18331 -0.065
C 1.85886 4.98542 -3.73537 -0.044
C -2.31018 -0.18953 2.72033 -0.005
C -4.11175 -4.05833 -2.21657 -0.052
C 0.90865 3.29272 0.34786 -0.390
C -0.56067 -4.13358 1.28270 -0.063
C -2.73845 2.44402 -0.41236 -0.120
C 1.21776 -3.24154 -2.10717 -0.400
C 2.26907 4.33093 2.57091 -0.058
C 0.89638 4.08102 2.64613 -0.063
C 0.01909 -0.00606 3.03478 -0.408
C 2.75168 -5.01772 -2.72259 -0.048
C -1.68338 3.17221 -1.01386 -0.367
C -1.70376 -4.05055 -2.50162 -0.057
C 2.16650 4.11608 -4.78848 -0.043
C 1.67066 -3.17296 1.19387 -0.140
H -0.82229 -4.42160 -3.02506 0.108
H -2.34263 -0.84650 5.15415 0.101
H 1.98640 2.10286 -5.56570 0.117
H 1.03394 5.16975 -1.74761 0.115
H 2.53152 0.44352 5.17317 0.096
H 4.02761 4.29976 1.32217 0.124
H -1.04728 -5.20194 3.09184 0.117
H 3.20288 0.66743 3.33472 0.116
H -2.75510 0.08819 -3.31055 0.031
H -1.65532 0.75663 5.46044 0.114
H 2.82050 -2.50723 -5.02965 0.115
H -3.05784 -5.22589 -3.69822 0.118
H -1.12981 5.01530 -2.00328 0.094
H 2.55426 -0.50393 2.15904 0.026
H 0.71494 1.25735 -3.59064 0.089
H 2.79677 4.73918 3.43740 0.121
H 1.09032 -1.58175 -3.50151 0.095
H 0.88477 0.85485 5.62786 0.102
H -5.09818 -4.38835 -2.53812 0.117
H 0.34993 4.30823 3.56044 0.116
H 1.45538 -5.09243 -0.99708 0.116
H -2.40525 0.76079 2.17474 0.088
H -2.24484 -1.01579 2.00026 0.082
H -3.39212 6.01851 -1.82088 0.120
H -5.25837 4.70150 -0.82394 0.117
H 3.20405 -5.98756 -2.50616 0.119
H -0.62839 -0.70451 5.59245 0.076
H 1.39359 -0.86694 5.45987 0.105
H 2.13200 1.26608 2.04206 0.048
H 2.47303 -2.67591 0.63474 0.062
H 2.88351 -3.42914 2.95644 0.118
H 2.12716 6.04023 -3.79601 0.119
H 2.72415 4.48007 -5.65135 0.119
H -1.51263 -4.36579 0.80634 0.106
H 1.12011 -4.67272 4.20547 0.116
H -3.19973 -0.32591 3.34181 0.105
H -2.55106 1.44178 -0.01990 0.079
H 2.84436 3.36224 -0.64990 0.116
H -4.87843 -2.82170 -0.61759 0.112
H 3.93990 -4.66811 -4.49373 0.118
H -2.64393 -1.98448 0.06277 0.083
H -0.86596 3.43173 1.58124 0.108
H -3.19488 0.03847 -2.71413 0.021
H -4.82856 2.43771 0.11058 0.112
```

## Properties
Highest occupied orbital energy (spin up / spin down) (eV): -13.694 / -13.688
Expectation value of S²: 9.3368
Total charge: +2
Multiplicity: 6
Orbital gap (spin up / spin down) (eV): 8.19 / 8.26

Entry 6:
A cluster of 2 separate species, C3H6Cl2Si in total in a non-equilibrium geometry, computed with ωB97M-V with the def2-TZVPD basis set.

Geometry as XYZ:
```
12
Properties=species:S:1:pos:R:3:lowdin_charge:R:1
Cl 2.86129 -1.33540 0.70854 0.445
Cl 2.92719 1.43049 -0.30777 0.512
Si -2.32784 0.18885 0.55702 0.654
C 2.31188 -0.18394 -0.59331 -1.005
C -0.40529 0.08622 0.33607 -0.358
C 0.20827 -0.44724 -0.66627 -0.043
H -0.00444 0.65695 1.14188 0.042
H -2.71151 0.43213 2.07423 -0.052
H -2.35033 1.37615 -0.25535 -0.091
H 2.84067 -0.43562 -1.47412 -0.024
H -0.08712 -1.03929 -1.41136 0.017
H -3.26277 -0.72929 -0.10956 -0.098
```

## Properties
Highest occupied orbital energy (eV): -9.460
ΔE to the lowest compared entry with this formula, charge and spin (eV): 6.774
Orbital gap (eV): 10.01

Entry 7:
The ion C4H4N2O3S with charge -2 in a non-equilibrium geometry, computed with ωB97M-V with the def2-TZVPD basis set.

Geometry as XYZ:
```
14
Properties=species:S:1:pos:R:3:lowdin_charge:R:1
S 1.82415 0.06263 0.56998 0.608
O -2.64546 -0.41243 -1.41337 -0.062
O -2.20924 2.28570 0.10164 -0.127
O -2.32569 -1.60998 0.58429 -0.081
N -1.39744 1.45847 0.64991 -0.032
N 2.69232 -1.32014 0.32218 -0.472
C 2.00917 1.07070 -0.85638 -0.491
C 0.08943 -0.51497 0.54323 -0.226
C -2.13853 -0.71943 -0.29012 -0.648
C -1.00914 0.25110 0.26957 -0.322
H 0.97444 0.87099 -1.39425 -0.023
H 1.87331 2.13402 -0.44208 -0.071
H -0.01034 -1.61373 0.37097 0.085
H 2.27301 -1.94294 0.98443 -0.139
```

## Properties
Highest occupied orbital energy (spin up / spin down) (eV): 0.063 / 0.040
Total charge: -2
ΔE to the lowest compared entry with this formula, charge and spin (eV): 2.564
Orbital gap (spin up / spin down) (eV): 6.08 / 5.95
SMILES string: C=S(=N)=C/C(=N/[O-])C(=O)[O-]

Entry 8:
A structure of composition C22H18F5IrN2S3, computed with ωB97M-V with the def2-TZVPD basis set.

Geometry as XYZ:
```
51
Properties=species:S:1:pos:R:3:lowdin_charge:R:1
Ir -0.39457 -0.06422 0.47801 0.750
S 1.69155 -1.03146 0.92471 0.689
S -2.11488 1.23986 -0.28494 0.753
S -0.72250 0.70092 2.53446 0.673
F 3.66815 0.70483 5.13881 0.149
F 0.80665 -2.98451 5.70518 0.142
F 1.92414 1.79196 3.39278 0.103
F 3.12286 -1.69126 6.28442 0.156
F -0.95511 -1.88523 3.98665 0.087
N 0.10308 -0.23463 -1.69913 -0.296
N -1.04254 -2.03260 0.20056 -0.279
C 0.12260 -1.71066 -1.92083 -0.151
C -0.14233 -3.04556 0.81965 -0.274
C 1.62545 0.63355 3.97645 -0.262
C -0.82032 0.27705 -3.94401 -0.008
C 1.07271 -1.80691 5.15000 -0.138
C -1.12085 -2.27151 -1.27809 -0.125
C -1.77601 0.87873 -4.74949 -0.028
C 1.13942 -2.67242 1.18658 -0.574
C 2.53216 0.08030 4.86058 -0.134
C -2.91560 1.71407 -2.81647 -0.078
C -0.90890 0.38144 -2.56380 -0.286
C -2.41961 -2.14838 0.77873 -0.048
C 0.25923 -5.29234 1.55434 -0.055
C 0.18050 -1.23091 4.26660 -0.242
C 1.98217 -3.63186 1.75500 -0.086
C 2.25496 -1.14685 5.44599 -0.122
C 1.54356 -4.92669 1.93839 -0.055
C -1.95836 1.09775 -1.99952 -0.570
C -2.82536 1.59671 -4.18735 -0.046
C 0.44132 -0.01499 3.65990 -0.511
C -0.58556 -4.35392 0.99323 -0.022
C 1.42215 0.37483 -2.01874 -0.059
H -1.58048 -4.65582 0.70010 0.113
H 2.17651 -0.05055 -1.36518 0.032
H -1.25053 -3.33637 -1.46879 0.146
H -2.00467 -1.74530 -1.64500 0.129
H -1.69529 0.79034 -5.82437 0.121
H -3.56530 2.06553 -4.82093 0.120
H 0.15864 -1.95947 -2.98228 0.135
H 1.02123 -2.10160 -1.44560 0.108
H -3.04301 -1.36848 0.35274 0.069
H -2.35926 -2.03557 1.85719 0.092
H 2.20241 -5.65782 2.38712 0.117
H -2.84419 -3.11711 0.52650 0.095
H 1.69036 0.17929 -3.05719 0.098
H -3.71897 2.27373 -2.35574 0.114
H 1.35476 1.44950 -1.86082 0.110
H 2.97981 -3.33811 2.05604 0.114
H -0.08687 -6.30657 1.69612 0.115
H -0.00509 -0.26475 -4.40483 0.121
```

## Properties
Highest occupied orbital energy (spin up / spin down) (eV): -10.905 / -10.903
Expectation value of S²: 0.8062
Total charge: +1
Multiplicity: 2
ΔE to the lowest compared entry with this formula, charge and spin (eV): 0.000
Orbital gap (spin up / spin down) (eV): 6.41 / 4.77